DFT (the ωB97M-V functional and the def2-TZVPD basis) results for a 8-piece molecular cluster, C15H48N2O10 overall in a non-equilibrium geometry.

Bonds (Å) are listed after each position.
Geometry (Å):
1 C 15.825 -12.890 -18.656  O2 1.479, H10 1.090, H11 1.090, H12 1.090
2 O 15.773 -13.957 -19.678  C1 1.479, C3 1.498
3 C 16.580 -15.180 -19.369  O2 1.498, C4 1.541, H13 1.090, H14 1.090
4 C 16.232 -16.222 -20.451  C3 1.541, N5 1.467, H15 1.090, H16 1.090
5 N 16.571 -15.631 -21.751  C4 1.467, C6 1.434, H17 1.010
6 C 15.967 -16.424 -22.782  N5 1.434, C7 1.506, H18 1.090, H19 1.090
7 C 16.244 -15.893 -24.164  C6 1.506, O8 1.428, H20 1.090, H21 1.090
8 O 15.117 -15.065 -24.454  C7 1.428, C9 1.461
9 C 15.025 -14.569 -25.826  O8 1.461, H22 1.090, H23 1.090, H24 1.090
10 H 15.622 -13.285 -17.660  C1 1.090
11 H 14.971 -12.238 -18.837  C1 1.090
12 H 16.820 -12.449 -18.727  C1 1.090
13 H 16.247 -15.528 -18.391  C3 1.090
14 H 17.632 -14.895 -19.353  C3 1.090
15 H 15.180 -16.508 -20.440  C4 1.090
16 H 16.822 -17.118 -20.264  C4 1.090
17 H 16.368 -14.654 -21.598  N5 1.010
18 H 14.887 -16.395 -22.636  C6 1.090
19 H 16.151 -17.499 -22.776  C6 1.090
20 H 16.226 -16.682 -24.917  C7 1.090
21 H 17.276 -15.573 -24.306  C7 1.090
22 H 15.818 -13.837 -25.980  C9 1.090
23 H 14.122 -13.961 -25.774  C9 1.090
24 H 14.919 -15.395 -26.530  C9 1.090
25 C 16.087 -23.731 -24.561  O26 1.465, H34 1.090, H35 1.090, H36 1.090
26 O 14.655 -23.934 -24.335  C25 1.465, C27 1.438
27 C 13.772 -23.511 -25.388  O26 1.438, C28 1.573, H37 1.090, H38 1.090
28 C 13.607 -21.975 -25.688  C27 1.573, N29 1.496, H39 1.090, H40 1.090
29 N 12.344 -21.451 -25.081  C28 1.496, C30 1.467, H41 1.010
30 C 12.120 -20.003 -25.154  N29 1.467, C31 1.529, H42 1.090, H43 1.090
31 C 10.915 -19.498 -24.360  C30 1.529, O32 1.427, H44 1.090, H45 1.090
32 O 9.904 -19.304 -25.347  C31 1.427, C33 1.414
33 C 8.619 -19.610 -24.843  O32 1.414, H46 1.090, H47 1.090, H48 1.090
34 H 16.498 -24.296 -25.398  C25 1.090
35 H 16.522 -24.084 -23.626  C25 1.090
36 H 16.256 -22.664 -24.705  C25 1.090
37 H 12.792 -23.985 -25.452  C27 1.090
38 H 14.300 -23.871 -26.272  C27 1.090
39 H 13.554 -21.826 -26.767  C28 1.090
40 H 14.432 -21.310 -25.431  C28 1.090
41 H 11.673 -21.932 -25.663  N29 1.010
42 H 12.006 -19.831 -26.224  C30 1.090
43 H 13.021 -19.397 -25.062  C30 1.090
44 H 11.067 -18.505 -23.936  C31 1.090
45 H 10.578 -20.281 -23.681  C31 1.090
46 H 8.417 -19.047 -23.932  C33 1.090
47 H 8.388 -20.650 -24.612  C33 1.090
48 H 7.921 -19.372 -25.646  C33 1.090
49 C 15.908 -19.520 -26.787  O50 1.413, H51 1.090, H52 1.090, H53 1.090
50 O 16.585 -20.255 -25.787  C49 1.413, H54 0.960
51 H 16.457 -19.587 -27.726  C49 1.090
52 H 14.944 -19.952 -27.055  C49 1.090
53 H 15.720 -18.508 -26.427  C49 1.090
54 H 17.503 -20.053 -25.980  O50 0.960
55 C 16.208 -16.563 -29.304  O56 1.423, H57 1.090, H58 1.090, H59 1.090
56 O 14.852 -16.992 -29.279  C55 1.423, H60 0.960
57 H 16.760 -16.732 -30.228  C55 1.090
58 H 16.161 -15.487 -29.138  C55 1.090
59 H 16.614 -17.154 -28.483  C55 1.090
60 H 14.385 -16.173 -29.460  O56 0.960
61 C 15.607 -20.087 -31.058  O62 1.404, H63 1.090, H64 1.090, H65 1.090
62 O 14.863 -19.833 -29.895  C61 1.404, H66 0.960
63 H 16.316 -19.344 -31.425  C61 1.090
64 H 16.138 -21.038 -31.019  C61 1.090
65 H 14.884 -20.332 -31.836  C61 1.090
66 H 14.671 -18.895 -29.952  O62 0.960
67 O 19.135 -19.097 -26.429  H68 0.957, H69 0.957
68 H 19.264 -18.583 -27.227  O67 0.957
69 H 19.674 -18.657 -25.771  O67 0.957
70 O 19.116 -22.000 -26.363  H71 0.957, H72 0.957
71 H 19.365 -21.085 -26.233  O70 0.957
72 H 19.834 -22.502 -25.976  O70 0.957
73 O 16.389 -22.272 -28.096  H74 0.957, H75 0.957
74 H 17.254 -22.656 -27.950  O73 0.957
75 H 16.329 -21.565 -27.454  O73 0.957

Net charge   0
ΔE to the lowest compared entry with this formula, charge and spin   74.4 kcal per mole
HOMO   -8.059 eV
Total energy   -1461.966948 hartree
LUMO energy   -0.0069 hartree
SMILES string   COCCNCCOC.COCCNCCOC.CO.CO.CO.O.O.O
2S+1   1
Kohn-Sham gap   7.9 eV

Atom charges from the Mulliken analysis, given in e for atoms 1 to 8: atom 1 (C): -0.713, atom 2 (O): -0.359, atom 3 (C): -0.575, atom 4 (C): -0.613, atom 5 (N): -0.397, atom 6 (C): -0.737, atom 7 (C): 0.413, atom 8 (O): -0.336

DFT (the ωB97M-V functional and the def2-TZVPD basis) results for a 8-piece molecular cluster, C15H48N2O9 overall in a non-equilibrium geometry.

Bonds (Å) are listed after each position.
Geometry (Å):
1 C 2.815 -1.907 -3.561  O2 1.405, H7 1.086, H8 1.099, H9 1.091
2 O 1.691 -2.597 -3.077  C1 1.405, C3 1.407
3 C 0.499 -2.339 -3.779  O2 1.407, C4 1.530, H10 1.104, H11 1.102
4 C -0.684 -2.890 -2.981  C3 1.530, C5 1.523, N6 1.473, H12 1.092
5 C -1.028 -4.374 -2.990  C4 1.523, H13 1.090, H14 1.092, H15 1.094
6 N -1.910 -2.265 -3.506  C4 1.473, H16 1.014, H17 1.010
7 H 3.675 -2.045 -2.913  C1 1.086
8 H 2.599 -0.831 -3.509  C1 1.099
9 H 3.034 -2.162 -4.599  C1 1.091
10 H 0.398 -1.242 -3.858  C3 1.104
11 H 0.525 -2.632 -4.841  C3 1.102
12 H -0.589 -2.569 -1.942  C4 1.092
13 H -1.961 -4.544 -2.453  C5 1.090
14 H -0.282 -5.004 -2.500  C5 1.092
15 H -1.219 -4.767 -3.992  C5 1.094
16 H -2.099 -2.617 -4.437  N6 1.014
17 H -2.058 -1.266 -3.529  N6 1.010
18 C -6.225 1.697 1.001  O19 1.408, H24 1.085, H25 1.097, H26 1.095
19 O -5.329 2.688 1.447  C18 1.408, C20 1.418
20 C -4.519 2.267 2.532  O19 1.418, C21 1.540, H27 1.097, H28 1.100
21 C -3.200 3.059 2.575  C20 1.540, C22 1.526, N23 1.467, H29 1.092
22 C -2.503 2.989 1.219  C21 1.526, H30 1.096, H31 1.094, H32 1.085
23 N -2.295 2.556 3.615  C21 1.467, H33 1.018, H34 1.021
24 H -6.793 2.097 0.167  C18 1.085
25 H -6.884 1.412 1.831  C18 1.097
26 H -5.712 0.779 0.695  C18 1.095
27 H -5.112 2.406 3.444  C20 1.097
28 H -4.267 1.204 2.404  C20 1.100
29 H -3.497 4.087 2.792  C21 1.092
30 H -3.185 3.493 0.524  C22 1.096
31 H -2.469 1.944 0.899  C22 1.094
32 H -1.540 3.477 1.116  C22 1.085
33 H -2.250 1.540 3.613  N23 1.018
34 H -2.722 2.781 4.515  N23 1.021
35 O 2.045 1.473 -1.111  C36 1.440, H39 0.972
36 C 0.937 0.557 -1.195  O35 1.440, C37 1.511, H40 1.087, H41 1.094
37 C 0.340 0.286 0.166  C36 1.511, O38 1.432, H42 1.102, H43 1.095
38 O 0.983 -0.745 0.925  C37 1.432, H44 0.967
39 H 2.799 1.000 -0.718  O35 0.972
40 H 0.213 1.042 -1.845  C36 1.087
41 H 1.376 -0.378 -1.555  C36 1.094
42 H -0.635 -0.203 0.007  C37 1.102
43 H 0.036 1.197 0.692  C37 1.095
44 H 1.678 -0.279 1.411  O38 0.967
45 C 3.930 2.962 -3.536  O46 1.426, H47 1.090, H48 1.095, H49 1.090
46 O 3.316 3.779 -2.541  C45 1.426, H50 0.964
47 H 4.845 3.485 -3.814  C45 1.090
48 H 4.253 2.013 -3.095  C45 1.095
49 H 3.246 2.769 -4.362  C45 1.090
50 H 2.916 3.221 -1.865  O46 0.964
51 C 2.176 1.128 4.014  O52 1.414, H53 1.089, H54 1.096, H55 1.088
52 O 3.157 0.203 4.440  C51 1.414, H56 0.959
53 H 1.419 1.359 4.762  C51 1.089
54 H 2.630 2.061 3.664  C51 1.096
55 H 1.712 0.709 3.124  C51 1.088
56 H 3.525 0.441 5.294  O52 0.959
57 C 5.114 1.015 0.906  O58 1.417, H59 1.097, H60 1.089, H61 1.093
58 O 3.885 0.318 0.795  C57 1.417, H62 0.966
59 H 5.370 1.358 1.916  C57 1.097
60 H 5.951 0.447 0.502  C57 1.089
61 H 5.011 1.977 0.399  C57 1.093
62 H 3.912 -0.401 1.439  O58 0.966
63 C -3.765 -1.302 0.167  O64 1.422, H65 1.095, H66 1.088, H67 1.091
64 O -2.523 -1.848 -0.261  C63 1.422, H68 0.960
65 H -4.013 -1.698 1.157  C63 1.095
66 H -3.754 -0.218 0.247  C63 1.088
67 H -4.530 -1.652 -0.528  C63 1.091
68 H -2.690 -2.589 -0.849  O64 0.960
69 C 1.941 -3.038 2.805  O70 1.401, H71 1.098, H72 1.098, H73 1.092
70 O 0.875 -3.414 1.978  C69 1.401, H74 0.965
71 H 2.715 -2.477 2.265  C69 1.098
72 H 1.551 -2.430 3.633  C69 1.098
73 H 2.481 -3.864 3.271  C69 1.092
74 H 0.667 -2.688 1.376  O70 0.965

Net charge   0
ΔE to the lowest compared entry with this formula, charge and spin   26.2 kcal per mole
HOMO   -9.252 eV
Total energy   -1386.803915 hartree
LUMO energy   0.0197 hartree
SMILES string   COC[C@H](C)N.COC[C@H](C)N.OCCO.CO.CO.CO.CO.CO
2S+1   1
Kohn-Sham gap   9.8 eV

Atom charges from the Mulliken analysis, given in e for atoms 1 to 8: atom 1 (C): -0.745, atom 2 (O): -0.334, atom 3 (C): -0.864, atom 4 (C): 1.274, atom 5 (C): -1.492, atom 6 (N): -0.625, atom 7 (H): 0.269, atom 8 (H): 0.248

Question: Look up the LUMO energy of the first one.
Answer: -0.0069 hartree